1.
Here is a molecular structure, C20H15AsF6O4PdSb from OMol25. Energies are from ωB97M-V/def2-TZVPD.

Last column: Mulliken charge in e.
Positions of all 48 atoms, in Å:
Pd  -1.1463  1.4191  -1.0773  0.85
O  -3.8400  -0.2241  -4.1073  -0.34
C  -2.9431  -0.1131  -3.3719  0.64
O  -1.8085  0.1013  -3.1625  -0.24
C  -3.7083  -0.6076  -1.4991  0.51
O  -4.4801  -1.4696  -1.6473  -0.34
O  -3.1193  0.0560  -0.7239  -0.39
C  2.1904  -0.2319  5.0387  -0.47
C  1.7880  -1.4052  4.4181  -0.59
C  0.9603  -1.3546  3.3035  -0.37
C  0.5436  -0.1229  2.8059  0.40
C  0.9056  1.0499  3.4604  -0.56
C  1.7444  0.9940  4.5655  -0.64
Sb  -0.7757  -0.0547  1.0927  1.03
C  0.7775  0.6884  -0.3117  -1.04
C  1.0286  0.0812  -1.5587  1.16
C  2.0302  0.5871  -2.3829  -1.12
C  2.7547  1.6997  -1.9990  -0.43
C  2.4865  2.3302  -0.7854  -0.89
C  1.5067  1.8362  0.0485  0.03
C  -0.6309  -2.0922  0.4310  0.14
C  0.6038  -2.6566  0.1116  -0.12
C  0.6662  -3.9625  -0.3538  -0.83
C  -0.4946  -4.7120  -0.4971  -0.45
C  -1.7223  -4.1570  -0.1716  -0.68
C  -1.7914  -2.8484  0.2922  -0.65
H  2.8404  -0.2728  5.9028  0.37
H  2.1132  -2.3633  4.8031  0.39
H  0.6344  -2.2712  2.8283  0.37
H  0.5277  2.0104  3.1278  0.44
H  2.0434  1.9070  5.0641  0.39
H  0.4728  -0.7975  -1.8607  0.62
H  2.2281  0.1164  -3.3371  0.42
H  3.5213  2.0971  -2.6507  0.40
H  3.0382  3.2156  -0.4993  0.42
H  1.3119  2.3268  0.9928  0.19
H  1.5132  -2.0784  0.2224  0.53
H  1.6253  -4.3936  -0.6116  0.41
H  -0.4418  -5.7279  -0.8657  0.40
H  -2.6301  -4.7364  -0.2806  0.42
H  -2.7546  -2.4154  0.5394  0.53
F  -2.6753  2.9340  -1.8407  -0.56
As  -1.3854  4.1402  -2.2314  2.07
F  -2.0580  4.3882  -3.7757  -0.48
F  -2.3040  5.3807  -1.5006  -0.48
F  -0.0599  5.1820  -2.5264  -0.48
F  -0.7109  3.7596  -0.5915  -0.47
F  -0.3758  2.7678  -2.8273  -0.49

Atomic forces in eV per Å
Pd 0.335 0.242 0.062
O -1.201 -0.257 1.484
C 2.291 1.201 -5.423
O -0.433 -0.591 1.528
C -2.157 -1.970 5.729
O 0.288 0.087 -2.180
O 0.046 0.928 -1.838
C 0.010 -0.005 0.009
C -0.032 -0.043 -0.023
C 0.101 0.169 0.084
C -0.439 -0.276 -0.304
C 0.040 -0.048 0.027
C -0.006 0.023 -0.002
Sb 1.049 -0.286 0.714
C -0.129 -0.445 0.179
C 0.173 0.113 0.430
C 0.004 0.009 -0.168
C -0.085 -0.026 -0.007
C 0.025 0.025 0.107
C 0.218 -0.164 -0.068
C 0.050 0.336 0.212
C -0.151 -0.174 0.008
C 0.086 0.026 -0.012
C -0.018 0.023 -0.002
C -0.092 0.011 -0.001
C 0.123 0.015 -0.075
H 0.005 0.003 0.007
H 0.013 0.000 0.006
H 0.073 -0.033 0.005
H 0.032 0.006 -0.017
H -0.019 0.009 0.002
H 0.040 -0.017 0.016
H -0.012 -0.007 -0.008
H 0.005 -0.010 -0.013
H 0.010 0.005 -0.013
H -0.035 0.061 -0.043
H 0.004 -0.012 -0.003
H -0.001 -0.021 0.013
H 0.008 -0.007 0.006
H 0.007 -0.019 -0.004
H -0.021 -0.055 0.042
F 0.235 0.233 -0.277
As 1.055 0.182 1.036
F -0.079 -0.197 -0.026
F -0.208 -0.086 -0.180
F -0.071 0.002 -0.073
F -0.404 0.381 -0.984
F -0.735 0.662 0.038

HOMO-LUMO gap (spin up / spin down), eV: 5.6 / 5.9
Energy above the lowest of the compared OMol25 structures with the same formula, charge and spin, kcal/mol: 80.60
Highest occupied orbital energy (spin up / spin down), eV: -8.471 / -8.750
Total charge: 0
<S²>: 0.76
Spin multiplicity: 2

***

2.
Here is 2 unconnected molecules or ions with the total composition C9H14 from OMol25. Energies are from ωB97M-V/def2-TZVPD.

Last column: Mulliken charge in e.
Positions of all 23 atoms, in Å:
C  0.8150  1.5478  1.5446  -1.15
C  0.9308  1.4531  0.1553  1.10
C  1.3667  2.5300  -0.6382  -0.77
C  1.9824  2.1236  -1.8379  -0.17
C  2.1305  0.8263  -2.3780  -0.82
C  1.4129  -0.0986  -1.6894  -0.24
C  0.8447  0.1149  -0.4260  -0.32
H  0.8388  2.6798  1.8974  0.28
H  1.4607  0.9662  2.1557  0.30
H  -0.2555  1.3125  1.7027  0.30
H  1.3463  3.5324  -0.3526  0.42
H  2.6007  2.8637  -2.3522  0.27
H  2.8137  0.6579  -3.2160  0.38
H  1.0532  -1.0293  -2.0546  0.38
H  0.2029  -0.5692  0.1028  0.02
C  -2.9941  -2.1907  0.4592  -0.90
C  -1.8918  -2.5008  1.4520  -0.52
H  -3.6370  -1.2722  0.8339  0.22
H  -2.6714  -2.0043  -0.5739  0.28
H  -3.5439  -3.0075  0.2939  0.39
H  -1.3739  -3.4495  1.0581  0.23
H  -2.2315  -2.7992  2.4261  0.33
H  -1.2002  -1.6869  1.4371  0.00

Atomic forces in eV per Å
C -3.299 3.911 3.429
C 1.884 -1.514 -3.858
C 0.297 -4.039 -1.322
C 1.631 0.757 -1.003
C 0.041 2.363 0.941
C -2.219 -1.899 1.704
C 0.531 3.693 -0.513
H 0.316 -2.214 -0.534
H 0.493 -0.571 0.307
H 0.371 -0.397 0.926
H 0.121 1.354 0.650
H -0.487 0.228 0.003
H -0.700 -0.068 0.188
H 0.715 -1.047 -0.859
H 0.307 -0.561 -0.080
C 0.444 4.338 0.862
C 0.694 -2.065 -1.980
H 1.058 -1.935 -0.946
H 0.554 0.591 0.431
H -2.835 -3.081 -0.028
H -0.296 1.417 0.559
H -0.287 0.404 0.528
H 0.665 0.334 0.594

HOMO-LUMO gap, eV: 9.5
Energy above the lowest of the compared OMol25 structures with the same formula, charge and spin, kcal/mol: 50.17
Highest occupied orbital energy, eV: -8.594
Total charge: 0
SMILES string: Cc1ccccc1.CC

***

3.
Here is 5 unconnected molecules or ions with the total composition C36H41ClF13NO14 from OMol25. Energies are from ωB97M-V/def2-TZVPD.

Last column: Mulliken charge in e.
Positions of all 106 atoms, in Å:
C  3.3170  -5.0236  5.5584  -1.07
C  3.9491  -5.1224  4.1704  0.01
O  5.2069  -4.4694  4.1687  -0.34
C  5.3748  -3.5861  3.0709  -1.50
C  4.4914  -2.3465  3.2235  -0.06
C  4.6490  -1.4312  4.2767  1.06
C  5.7655  -1.6806  5.2884  -1.33
O  5.4230  -2.5925  6.3178  -0.17
O  4.4509  -2.0028  7.1582  -0.35
C  3.7907  -0.3065  4.3941  0.58
C  3.9692  0.6692  5.5229  -1.26
C  5.1558  1.6267  5.2583  -1.39
C  2.7776  -0.1767  3.4321  0.79
C  2.6336  -1.0802  2.3893  0.46
C  3.4841  -2.1602  2.2759  0.57
O  3.3076  -3.0917  1.2331  -0.58
C  3.8172  -2.7125  0.1028  0.53
N  4.2701  -2.4610  -0.9169  -0.51
C  1.5218  -0.8500  1.4166  -0.03
O  1.5968  -1.0820  0.2405  -0.53
C  0.3012  -0.2582  2.0344  0.71
F  -0.8502  -0.6425  1.5010  -0.34
C  0.3964  0.6046  3.0431  0.49
C  -0.7857  1.2355  3.7397  -0.94
C  -1.8378  0.1900  4.1855  0.50
C  -2.1961  0.2987  5.6627  -1.45
Cl  -3.3333  0.4283  3.2187  -0.19
C  1.7794  0.9544  3.4843  -0.46
O  2.0580  2.0727  3.8271  -0.57
H  4.1365  -4.9480  6.2696  0.26
H  2.6405  -4.1744  5.6488  0.13
H  2.7743  -5.9310  5.8169  0.45
H  3.2561  -4.7249  3.4257  0.06
H  4.0809  -6.1806  3.9329  0.43
H  5.1230  -4.1371  2.1702  0.45
H  6.4134  -3.2684  3.0811  0.50
H  6.1250  -0.7425  5.7044  0.48
H  6.6086  -2.1169  4.7629  0.53
H  3.5999  -2.2792  6.7841  0.32
H  3.0936  1.2927  5.6549  0.48
H  4.1053  0.1616  6.4694  0.43
H  4.8380  2.5087  4.7122  0.39
H  5.6509  1.9052  6.1855  0.36
H  5.9014  1.0990  4.6647  0.36
H  -1.2118  2.0417  3.1522  0.06
H  -0.3787  1.6787  4.6487  0.29
H  -1.4263  -0.7995  4.0132  0.30
H  -2.9730  1.0446  5.8057  0.37
H  -2.6429  -0.6462  5.9735  0.39
H  -1.3312  0.4627  6.3014  0.38
C  -1.0209  -0.8215  -1.7713  -0.94
C  -1.5183  -1.2643  -3.1304  -0.16
O  -2.9598  -1.3938  -3.1393  -0.36
C  -3.6436  -0.2672  -3.1754  0.40
O  -3.1969  0.8441  -3.2091  -0.56
C  -5.1514  -0.5658  -3.1884  0.84
F  -5.4911  -1.4453  -2.2389  -0.27
F  -5.5290  -1.0780  -4.3667  -0.28
F  -5.8475  0.5510  -2.9765  -0.17
H  -1.3703  -1.5046  -0.9966  0.32
H  0.0662  -0.7899  -1.7481  0.34
H  -1.3969  0.1703  -1.5211  0.30
H  -1.1323  -2.2492  -3.3777  0.25
H  -1.1987  -0.5851  -3.9201  0.25
C  3.0191  -2.8238  -4.0470  -0.87
C  2.7308  -2.7677  -5.5307  -0.39
O  1.9165  -3.8801  -5.9609  -0.32
C  0.6315  -3.8108  -5.6611  0.34
O  0.0802  -2.9208  -5.0795  -0.49
C  -0.0987  -5.0505  -6.2048  0.91
F  0.5395  -6.1776  -5.8683  -0.26
F  -0.1693  -4.9993  -7.5423  -0.26
F  -1.3375  -5.1192  -5.7274  -0.23
H  3.4809  -3.7752  -3.7821  0.32
H  3.6877  -2.0159  -3.7564  0.41
H  2.1050  -2.7353  -3.4616  0.16
H  3.6571  -2.8492  -6.0948  0.34
H  2.2541  -1.8305  -5.8173  0.33
C  -6.0772  3.8281  -1.6744  -1.43
C  -5.0344  2.8961  -1.0999  0.24
O  -4.1500  3.5822  -0.1843  -0.38
C  -4.6346  3.8452  1.0160  0.31
O  -5.7228  3.5698  1.4290  -0.53
C  -3.5608  4.5513  1.8616  0.89
F  -3.0050  5.5708  1.1970  -0.26
F  -2.5787  3.6929  2.1877  -0.25
F  -4.0765  5.0290  2.9898  -0.25
H  -5.6011  4.6779  -2.1358  0.35
H  -6.6853  3.3075  -2.4093  0.37
H  -6.7367  4.2155  -0.8974  0.43
H  -4.3993  2.5178  -1.8967  0.10
H  -5.4856  2.0356  -0.6062  0.40
C  -1.9007  5.6180  -7.7379  -1.11
C  -2.9081  4.4890  -7.6957  -0.24
O  -3.4436  4.3006  -6.3715  -0.23
C  -4.3478  5.1842  -5.9767  0.03
O  -4.7637  6.1104  -6.6078  -0.54
C  -4.8348  4.8295  -4.5613  1.17
F  -3.8017  4.6073  -3.7393  -0.24
F  -5.5832  3.7204  -4.6007  -0.22
F  -5.5634  5.8218  -4.0568  -0.26
H  -1.1073  5.4458  -7.0097  0.30
H  -1.4607  5.6946  -8.7315  0.37
H  -2.3648  6.5722  -7.4938  0.32
H  -2.4255  3.5484  -7.9516  0.30
H  -3.7209  4.6440  -8.4048  0.32

Atomic forces in eV per Å
C 0.364 -0.226 -0.059
C -0.582 -0.452 0.515
O 0.070 0.276 -0.289
C -0.386 0.079 0.839
C -0.021 -0.619 -0.574
C -0.255 0.069 0.017
C -0.380 0.453 -0.361
O 0.195 -0.332 -0.257
O -0.117 0.407 0.348
C 0.011 -0.701 -0.236
C 0.178 0.779 0.068
C 0.063 -0.602 -0.010
C 0.306 0.444 0.589
C -0.326 -0.115 -0.439
C 0.365 0.725 0.768
O -0.033 0.187 0.122
C -0.285 -0.370 0.434
N 0.405 0.183 -0.697
C -0.074 0.161 0.141
O -0.058 -0.355 -0.189
C 0.345 -0.014 0.281
F -0.069 0.159 -0.155
C -0.620 -0.084 -0.076
C 0.533 -0.235 0.485
C 0.339 0.732 0.115
C -0.551 -0.560 -0.150
Cl 0.025 -0.427 -0.025
C 0.031 -0.526 -0.456
O 0.014 0.284 0.310
H -0.061 0.200 0.169
H 0.066 0.115 0.086
H -0.204 0.011 -0.137
H 0.166 0.165 -0.155
H 0.252 0.001 -0.140
H 0.261 0.255 -0.355
H 0.151 -0.213 -0.228
H -0.122 0.036 0.218
H 0.105 -0.341 0.198
H 0.140 -0.240 -0.150
H -0.216 -0.100 -0.087
H 0.197 -0.309 -0.050
H -0.011 0.077 -0.036
H -0.128 0.213 0.084
H 0.134 0.191 -0.145
H -0.123 -0.018 -0.069
H -0.042 0.279 -0.052
H -0.311 -0.165 -0.337
H 0.253 0.338 0.176
H -0.049 -0.029 0.049
H 0.089 0.203 -0.074
C -0.335 0.159 0.061
C 0.625 -0.091 0.254
O -0.257 0.019 -0.109
C 0.531 -0.111 -0.001
O -0.223 0.070 -0.064
C -0.439 -0.129 0.095
F 0.116 0.038 0.022
F 0.117 0.079 -0.033
F 0.022 0.039 -0.070
H 0.106 -0.089 -0.029
H 0.010 -0.078 -0.040
H 0.066 0.044 -0.034
H -0.327 0.061 0.023
H -0.208 0.079 -0.004
C -0.246 -0.212 0.070
C 0.422 0.397 0.224
O -0.169 -0.136 -0.109
C 0.404 0.288 0.033
O -0.066 -0.183 -0.201
C -0.228 -0.369 -0.077
F 0.027 0.087 0.012
F 0.058 0.079 0.041
F 0.054 0.102 0.026
H 0.126 0.057 -0.034
H 0.034 -0.022 -0.011
H 0.000 0.111 -0.008
H -0.095 -0.198 -0.122
H -0.190 -0.086 0.026
C -0.202 0.087 0.658
C -0.296 -0.286 -0.501
O 0.162 0.069 0.114
C -0.224 -0.306 -0.354
O 0.088 0.085 0.195
C 0.175 0.282 0.202
F -0.034 -0.052 -0.031
F -0.039 -0.017 -0.070
F -0.056 -0.078 -0.034
H 0.076 0.118 -0.064
H 0.036 -0.055 -0.039
H -0.032 -0.132 0.035
H 0.215 0.101 0.138
H 0.006 0.119 0.215
C -0.049 0.166 0.283
C 0.274 0.037 -0.477
O -0.058 -0.086 0.152
C 0.172 -0.005 -0.419
O -0.114 0.011 0.147
C 0.108 0.024 0.110
F -0.003 0.016 -0.075
F 0.010 0.020 -0.138
F -0.004 0.018 -0.187
H 0.051 -0.081 -0.080
H 0.000 -0.058 -0.008
H -0.060 -0.006 -0.089
H -0.071 -0.091 0.207
H -0.103 0.108 0.140

HOMO-LUMO gap, eV: 8.7
Highest occupied orbital energy, eV: -10.226
Total charge: 0
SMILES string: CCOCc1c(COO)c(CC)c2c(c1OC#N)C(=O)C(F)=C(C[C@@H](C)Cl)C2=O.CCOC(=O)C(F)(F)F.CCOC(=O)C(F)(F)F.CCOC(=O)C(F)(F)F.CCOC(=O)C(F)(F)F

***

Largest force on an atom readings, ordered: 6.43; 6.16; 1.12 eV Å⁻¹
Total energy readings, ordered: -116334.58748; -9558.00573; -115998.36250 eV